(1)
Computed, not measured: a structure of composition C6H15ClI2InN2O2P in a non-equilibrium geometry, with the ωB97M-V functional and the def2-TZVPD basis.

total charge = +2
energy relative to the best compared isomer or geometry (same formula, charge and spin) = 32.9 kcal per mole
Kohn-Sham gap (spin up / spin down) = 3.772 / 3.876 eV
HOMO energy (spin up / spin down) = -15.72 / -15.75 eV
E = -56710.93591 eV

```
30
Properties=species:S:1:pos:R:3:mulliken_charge:R:1
I 3.18146 1.94610 -2.07599 0.5526
I 1.48361 -2.61187 -0.94941 -0.0840
In 0.95293 -0.10358 -0.14670 0.6196
P -0.71547 0.18598 -2.17059 0.6285
C 0.37482 0.34524 -3.62134 -1.0476
C -1.88684 -1.08099 -2.74797 -1.1651
H -2.25912 1.83486 -1.30934 0.3695
H -2.45178 1.57538 -3.08144 0.4073
H -1.08747 2.56626 -2.43812 0.3807
C -1.73147 1.69766 -2.25787 -1.1737
H -2.63902 -1.25797 -1.96948 0.3817
H -2.37324 -0.67006 -3.64573 0.4510
H -0.25993 0.36095 -4.52015 0.4257
H 1.06726 -0.50248 -3.64919 0.3933
H -1.35324 -2.00992 -2.98268 0.3678
H 0.95450 1.27493 -3.53918 0.0571
C 3.04569 1.73057 0.18249 0.4080
O 3.43205 2.39397 1.06849 -0.0456
Cl 0.09617 2.13058 0.58067 -0.3671
C -0.61136 -2.26209 4.10786 -0.7799
N 0.12442 -1.01342 4.02970 -0.2231
C 0.46329 -0.38584 2.88426 1.0483
N 1.28589 0.69726 2.97764 -0.2686
O 0.04551 -0.82569 1.75469 -0.6050
H -1.14061 -2.45178 3.17695 0.2765
H -1.33303 -2.21141 4.92887 0.3072
H 0.07117 -3.09201 4.33081 0.3078
H 0.53374 -0.66072 4.87884 0.2018
H 1.14441 1.44627 2.28998 -0.0535
H 1.58565 0.95384 3.91392 0.2289
```

(2)
Computed, not measured: a structure of composition C6H15ClILuN5OP in a non-equilibrium geometry, with the ωB97M-V functional and the def2-TZVPD basis.

total charge = +2
Kohn-Sham gap (spin up / spin down) = 5.010 / 4.415 eV
HOMO energy (spin up / spin down) = -16.25 / -15.68 eV
E = -79477.18579 eV

```
31
Properties=species:S:1:pos:R:3:mulliken_charge:R:1
C 0.15992 -2.05975 -0.11435 -1.1656
I -0.31197 2.96965 0.49553 0.1235
H -0.85287 -2.51206 -0.05213 0.3918
H 0.78348 -2.44723 0.71155 0.4237
H 0.62096 -2.28619 -1.08483 0.4261
Lu -0.38498 0.13437 0.36978 0.5905
P -0.28389 0.46486 -2.33991 0.7286
C 1.29963 0.94751 -3.00769 -1.1308
C -0.90081 -0.98133 -3.19973 -1.1348
H -2.33091 1.72478 -2.00572 0.3578
H -1.73704 1.68939 -3.71193 0.4605
H -0.96076 2.76238 -2.46665 0.3785
C -1.45570 1.80559 -2.66119 -1.0837
H -1.80865 -1.35063 -2.70943 0.3344
H -1.11344 -0.63375 -4.21266 0.4855
H 1.12834 1.11695 -4.07407 0.4376
H 2.02898 0.14844 -2.84341 0.3795
H -0.13780 -1.76448 -3.19068 0.4009
H 1.64232 1.85855 -2.50617 0.3871
C 1.93592 0.33531 0.16336 0.3031
O 3.04300 0.45457 0.17848 -0.1056
Cl -2.69876 -0.34879 0.09234 -0.3934
N 1.13104 0.40009 5.58759 -0.5718
N 0.49944 -0.02803 4.45047 1.3029
N -0.48039 -0.96635 4.48187 -0.7449
C -0.77874 -1.05530 3.19101 -0.0725
N -0.02663 -0.22640 2.43938 0.0922
N 0.81294 0.43718 3.26428 -0.5762
H 1.85268 1.09829 5.52160 0.2650
H 0.86574 0.01178 6.47864 0.2891
H -1.54102 -1.69943 2.75466 0.4212
```

(3)
Computed, not measured: a structure of composition C6H15ClIN5OOsP in a non-equilibrium geometry, with the ωB97M-V functional and the def2-TZVPD basis.

total charge = +3
energy relative to the best compared isomer or geometry (same formula, charge and spin) = 0.0 kcal per mole
expectation value of S² = 6.037
Kohn-Sham gap (spin up / spin down) = 7.709 / 5.312 eV
HOMO energy (spin up / spin down) = -18.62 / -18.76 eV
2S+1 = 5
E = -48304.36740 eV

```
31
Properties=species:S:1:pos:R:3:mulliken_charge:R:1
C 3.29093 -0.38148 -0.96334 -0.5731
I 4.93129 -0.24455 -2.02231 0.7255
H 2.49991 -1.10902 -1.27739 0.4457
H 3.72290 -0.64276 0.01035 0.4245
H 3.10784 0.68602 -1.44939 0.0224
Os -1.51931 0.61897 0.04996 0.4467
P -0.81101 0.62193 -1.93783 0.7798
C 0.81498 0.79857 -2.71542 -1.1545
C -1.21247 -1.00754 -2.70197 -1.1852
H -2.83539 1.69522 -2.50655 0.4731
H -1.51043 1.98544 -3.69021 0.4367
H -1.50228 2.90775 -2.17064 0.3974
C -1.77409 1.91920 -2.70488 -1.2177
H -2.11017 -1.35561 -2.31088 0.4830
H -1.20163 -0.78572 -3.82408 0.3753
H 0.63681 0.99837 -3.77707 0.4332
H 1.30693 -0.21795 -2.63491 0.2623
H -0.32017 -1.65233 -2.47162 0.3917
H 1.43853 1.50106 -2.25724 0.3542
C 0.09828 0.10694 0.78471 0.6256
O 1.24012 -0.26572 0.86646 -0.5291
Cl -3.53263 -0.30705 0.59779 -0.3301
N -1.24293 -1.74693 5.44692 -0.3329
N -0.55677 -1.16001 4.41844 0.7826
N 0.47524 -0.32434 4.65629 -0.4855
C 0.43112 0.42608 3.55506 -0.0510
N -0.69291 0.29424 2.81993 -0.0715
N -1.38463 -0.69150 3.26646 -0.1176
H -1.97812 -2.41863 5.16532 0.3486
H -1.00769 -1.40624 6.38831 0.3422
H 1.19774 1.15759 3.38972 0.4978
```